[1]
{"formula": "C6H12O", "method": "the ωB97M-V functional and the def2-TZVPD basis", "fmax_ev_per_a": 0.3, "e_homo_ev": -7.22, "gap_ha": 0.28855, "multiplicity": 1, "species": ["H", "H", "H", "C", "C", "H", "H", "H", "H", "H", "C", "C", "C", "H", "H", "H", "O", "H", "C"], "positions_angstrom": [[-0.3624, -1.5805, -2.1050], [-0.0100, -1.1654, 1.6604], [0.4508, 1.5163, 1.0304], [-1.0090, -0.7968, -1.6939], [-1.1552, 0.4699, 0.6353], [0.9031, 1.2410, -0.9674], [2.9541, 0.3351, 0.1150], [-0.5386, 2.7982, 1.1689], [2.2653, -1.0808, -0.7103], [2.0373, -0.8630, 1.0238], [2.0772, -0.3211, 0.0676], [0.8127, 0.4733, -0.1909], [-0.4623, -0.2947, -0.3817], [-1.6738, -1.5792, 1.0248], [-2.1108, 0.9728, 0.7145], [-1.0594, 0.0171, -2.4263], [-0.2924, 1.9860, 1.6457], [-2.0167, -1.2137, -1.5778], [-0.8098, -0.9146, 0.9668]], "atomic_forces_ev_per_a": [[-0.1, 0.1, 0.1], [-0.1, 0.1, -0.1], [-0.2, 0.1, 0.1], [0.0, 0.0, 0.0], [-0.2, -0.2, -0.2], [0.0, -0.1, 0.2], [-0.2, -0.1, 0.0], [0.1, -0.1, 0.2], [0.0, 0.1, 0.1], [0.0, 0.1, -0.1], [0.0, 0.0, 0.1], [0.0, -0.1, -0.2], [0.0, 0.0, -0.1], [0.1, 0.1, 0.0], [0.2, 0.0, 0.0], [0.0, -0.1, 0.1], [0.1, 0.2, -0.1], [0.1, 0.1, 0.0], [0.0, -0.1, 0.1]]}

[2]
{"formula": "C7H15N", "method": "the ωB97M-V functional and the def2-TZVPD basis", "total_charge": 1, "fmax_ev_per_a": 1.4, "e_homo_ev": [-13.85, -15.39], "gap_ha": [0.38324, 0.31663], "multiplicity": 2, "species": ["H", "H", "H", "H", "C", "H", "H", "H", "H", "N", "C", "H", "C", "H", "C", "H", "C", "H", "C", "H", "H", "H", "C"], "positions_angstrom": [[2.0653, -2.6353, -0.6640], [-1.9944, 3.5896, 0.8115], [-1.6707, -0.6521, -1.4554], [-0.2018, 3.6761, 0.9109], [1.0112, -1.2269, 0.7369], [2.4394, -0.9399, -0.8953], [1.0665, 1.4047, 0.0412], [-0.5615, -2.9860, -0.1491], [-1.0354, 3.4139, -0.5970], [-1.1212, -2.4620, -0.8138], [0.0917, 0.9979, -0.2026], [-0.1315, 1.2204, -1.2498], [2.1702, -1.6876, -0.1510], [-2.0185, 1.2533, 0.3086], [0.0116, -0.4700, -0.0527], [1.3842, -0.7172, 1.6223], [-1.0605, 1.6604, 0.6251], [0.5508, -2.0961, 1.2269], [-1.0485, 3.1652, 0.4622], [-1.1914, -2.8797, -1.7361], [-0.9222, 1.2938, 1.6462], [3.0942, -1.7808, 0.4126], [-0.9276, -1.1417, -0.8376]], "atomic_forces_ev_per_a": [[-0.5, -0.1, -0.1], [0.3, 0.0, 0.3], [0.5, 0.5, -0.4], [0.0, -0.1, 0.3], [-0.3, -1.1, 0.8], [-0.3, 0.1, -0.2], [0.1, 0.0, 0.2], [0.0, -0.2, -0.2], [0.1, 0.0, -0.2], [1.3, 0.0, -0.2], [-0.9, -0.1, -0.5], [0.2, 0.2, -0.1], [1.1, 0.4, -0.3], [-0.1, 0.0, -0.2], [0.4, 0.4, 0.0], [0.0, 0.8, -0.3], [0.7, -0.5, 0.3], [-0.1, -0.1, -0.3], [-0.6, 0.2, -0.3], [-0.9, -0.4, 0.2], [-0.1, 0.5, 0.2], [-0.1, -0.1, 0.4], [-0.9, -0.3, 0.5]]}

[3]
{"formula": "C4H8O", "method": "the ωB97M-V functional and the def2-TZVPD basis", "fmax_ev_per_a": 1.7, "e_homo_ev": -9.75, "gap_ha": 0.40151, "multiplicity": 1, "smiles": "C1CCOC1", "species": ["H", "C", "H", "H", "H", "C", "H", "H", "H", "H", "C", "O", "C"], "positions_angstrom": [[-2.0981, -0.5632, -0.1366], [-1.0113, -0.4736, -0.3511], [1.6181, -0.2808, -0.6268], [-0.8643, -1.1781, -1.2148], [2.1853, 0.3811, 0.9165], [-0.5655, 0.9507, -0.7064], [-0.1454, 1.0423, -1.7189], [0.1164, -0.3967, 2.0076], [0.1771, -1.8246, 0.9269], [-1.3514, 1.6973, -0.5689], [1.2756, 0.1115, 0.3438], [0.4892, 1.2895, 0.1960], [0.1736, -0.7527, 0.9398]], "atomic_forces_ev_per_a": [[0.8, 0.2, 0.5], [1.0, 0.0, 1.4], [-0.1, 0.2, 0.0], [0.4, 0.4, 1.1], [-0.8, -0.4, 0.1], [0.2, 0.3, 0.1], [-0.3, -0.2, 0.0], [-1.2, -0.2, -1.3], [0.9, -0.6, 0.2], [0.1, -0.1, -0.1], [-0.4, -0.1, -0.2], [0.6, 0.8, -0.7], [-1.3, -0.3, -1.2]]}